Entry 1:
The following is a DFT calculation (wB97M-V/def2-TZVPD) of C41H48BBr4F4GeIrN4O3PS2 as an isolated structure at a distorted geometry.

```
110
Properties=species:S:1:pos:R:3:lowdin_spin:R:1
Ir 0.1453 -0.2194 -0.3174 1.705
Br 1.1543 -2.0271 -7.0325 0.001
C 0.7745 -2.1489 -5.1874 0.013
C 0.6508 -3.4090 -4.5598 0.035
Br 0.9065 -4.9933 -5.5548 0.008
C 0.3513 -3.4865 -3.2043 0.016
Br 0.1039 -5.1384 -2.3209 0.002
C 0.1841 -2.3230 -2.4233 0.031
O -0.1225 -2.3166 -1.1631 0.238
C 0.3493 -1.0653 -3.0639 0.011
O 0.2101 0.0064 -2.3180 0.180
C 0.6189 -0.9930 -4.4340 0.028
Br 0.7585 0.7366 -5.1624 0.005
C -5.3144 -0.2274 -2.8181 0.003
C -4.0646 -0.8020 -3.0172 0.000
C -2.9497 -0.2900 -2.3613 0.004
C -3.0487 0.8146 -1.5091 0.031
C -4.3159 1.3776 -1.3194 0.006
C -5.4373 0.8628 -1.9654 0.001
Ge -1.4557 1.6573 -0.6445 0.093
C -2.3251 2.7271 0.7399 0.015
C -3.0117 2.1320 1.7976 0.002
C -3.7536 2.9036 2.6835 0.000
C -3.8078 4.2842 2.5239 0.001
C -3.1128 4.8875 1.4836 0.001
C -2.3717 4.1132 0.5956 0.003
C -0.7293 2.8555 -2.0204 0.002
C 0.6329 3.1427 -2.1038 0.001
C 1.1201 3.9867 -3.0934 0.000
C 0.2500 4.5539 -4.0195 0.000
C -1.1078 4.2701 -3.9521 0.000
C -1.5923 3.4234 -2.9582 0.000
H -6.1866 -0.6266 -3.3244 0.000
H -3.9555 -1.6524 -3.6823 0.000
H -1.9904 -0.7682 -2.5155 -0.001
H -4.4341 2.2299 -0.6595 0.000
H -6.4096 1.3139 -1.7988 0.000
H -2.9583 1.0548 1.9355 0.000
H -4.2850 2.4295 3.5018 0.000
H -4.3812 4.8895 3.2176 0.000
H -3.1413 5.9651 1.3646 0.000
H -1.8100 4.5922 -0.1996 0.000
H 1.3156 2.7022 -1.3846 0.001
H 2.1825 4.2020 -3.1447 0.000
H 0.6311 5.2074 -4.7976 0.000
H -1.7914 4.7034 -4.6750 0.000
H -2.6535 3.1994 -2.9179 0.000
N 0.2831 -0.2169 1.6130 0.262
P 1.5432 -0.7914 2.2707 0.073
N 1.8701 -0.1705 3.7421 0.003
C 2.6845 -0.8068 4.7890 0.001
C 2.2104 -0.3245 6.1554 0.000
C 2.4385 1.1918 6.3102 0.000
C 2.2013 1.9260 4.9705 0.000
C 1.2382 1.1352 4.1057 0.003
N 3.0001 -0.2839 1.2045 0.021
C 4.3723 -0.7516 1.5904 0.012
C 5.4379 -0.1912 0.6537 0.005
C 5.4233 1.3383 0.6473 0.000
C 4.0205 1.8366 0.2984 0.000
C 2.9879 1.2361 1.2323 0.003
N 1.6313 -2.4732 2.4827 0.105
C 0.2821 -2.9111 2.9964 0.024
C -0.6993 -3.3696 1.9137 0.002
C -0.6318 -4.8651 1.5944 0.002
C 0.7982 -5.4110 1.4900 0.030
C 1.7948 -4.4130 0.8551 0.048
H 3.7447 -0.5499 4.6740 0.000
H 2.6082 -1.8866 4.7033 0.001
H 2.7331 -0.8767 6.9385 0.000
H 1.1453 -0.5556 6.2524 0.000
H 3.4599 1.3739 6.6553 0.000
H 1.7628 1.5814 7.0758 0.000
H 3.1443 2.0430 4.4287 0.000
H 1.8035 2.9294 5.1219 0.000
H 0.9693 1.6754 3.2060 0.002
H 0.3068 0.9573 4.6543 0.000
H 4.3952 -1.8247 1.5571 0.004
H 4.5540 -0.4059 2.6114 0.001
H 5.2539 -0.5677 -0.3547 0.003
H 6.4028 -0.5818 0.9833 0.000
H 6.1551 1.7236 -0.0672 0.000
H 5.7027 1.7082 1.6421 0.000
H 3.7760 1.5782 -0.7343 0.000
H 3.9453 2.9175 0.4051 0.000
H 1.9961 1.5817 0.9859 0.002
H 3.2070 1.5372 2.2562 0.000
H -0.1444 -2.0634 3.5290 0.004
H 0.4591 -3.7045 3.7292 0.001
H -0.5041 -2.7947 1.0110 -0.001
H -1.7138 -3.1145 2.2315 0.000
H -1.1462 -5.0264 0.6440 0.000
H -1.1727 -5.4315 2.3585 0.001
H 0.7870 -6.3245 0.8897 0.003
H 1.1713 -5.6899 2.4798 0.000
H 1.2956 -3.8310 0.0746 0.003
H 2.6062 -4.9680 0.3815 0.007
F 2.1384 4.1976 2.2386 0.000
B 0.7513 4.2145 1.8618 0.000
F 0.4489 5.4104 1.1895 0.000
F -0.0434 4.0579 3.0234 0.000
F 0.5058 3.0889 0.9704 0.005
C 5.7778 -5.2616 1.5597 0.008
O 4.8857 -4.1542 1.4313 0.061
C 2.4059 -3.4816 1.8588 0.471
S 3.7995 -4.0065 2.7109 0.184
S 2.5205 -0.9344 -0.4115 0.198
H 6.2628 -5.3768 0.5942 0.000
H 5.2461 -6.1868 1.8059 0.005
H 6.5408 -5.0852 2.3236 0.002
```

As for the orbital gap (spin up / spin down): 7.133 / 5.859 eV. The multiplicity is 5. The calculation puts the highest occupied orbital energy (spin up / spin down) at -5.3 / -5.4 eV. The value obtained for the lowest unoccupied orbital energy (spin up / spin down) is 1.807 / 0.474 eV. Its expectation value of S² is 6.03. Its net charge is -1.



Entry 2:
The following is a DFT calculation (wB97M-V/def2-TZVPD) of C6H12 as an isolated structure at a distorted geometry.

```
18
Properties=species:S:1:pos:R:3:lowdin_charge:R:1
C -1.0868 0.7017 -1.4111 -0.108
C 0.1867 0.8416 -0.5856 -0.234
C 0.8363 -0.9864 -0.5374 -0.144
C -0.0082 -1.3662 0.6868 -0.240
C 0.5106 -0.1770 1.4888 -0.224
C -0.0163 1.1160 0.9014 -0.227
H -1.7864 0.0029 -0.9365 0.072
H -0.8229 0.3145 -2.3986 0.070
H -1.6403 1.6399 -1.5704 0.082
H 0.8790 1.5482 -1.0624 0.116
H 1.7922 -1.5774 -0.3864 0.113
H 0.5669 -1.1758 -1.5555 0.054
H -1.0745 -1.4317 0.4586 0.093
H 0.2811 -2.3023 1.1878 0.106
H 0.4082 -0.2554 2.5964 0.115
H 1.4907 -0.1572 0.6919 0.140
H -1.0739 1.2988 1.1288 0.109
H 0.5577 1.9658 1.3032 0.108
```

As for the orbital gap: 10.427 eV. The calculation puts the highest occupied orbital energy at -9.2 eV. The energy above the lowest of the compared OMol25 structures with the same formula, charge and spin is 3.8935 eV. The value obtained for the lowest unoccupied orbital energy is 1.216 eV.



Entry 3:
The following is a DFT calculation (wB97M-V/def2-TZVPD) of C28H30F10N9PtS as an isolated structure at a distorted geometry.

```
79
Properties=species:S:1:pos:R:3:lowdin_spin:R:1
Pt -0.3741 0.1784 -0.2456 0.240
C -1.7791 2.7558 0.2189 0.001
N -1.0607 2.0005 -0.8107 -0.003
C 0.2009 2.6679 -1.1727 -0.002
C 1.2082 2.5530 -0.0243 0.036
N 1.0552 1.2765 0.6585 0.387
C 1.8392 1.0015 1.7184 0.024
C 1.4768 -0.0224 2.6326 0.091
F 0.2775 -0.6203 2.4812 0.027
C 2.2425 -0.4104 3.7121 -0.011
F 1.7930 -1.3806 4.5048 -0.012
C 3.4662 0.2139 3.9620 0.126
F 4.2109 -0.1498 4.9855 0.041
C 3.8416 1.2747 3.1347 -0.014
F 4.9717 1.9258 3.3710 -0.012
C 3.0563 1.6577 2.0591 0.091
F 3.5145 2.6779 1.3193 0.029
C -1.9232 1.7561 -1.9872 0.003
C -2.7725 0.5116 -1.7284 0.019
N -1.8707 -0.5513 -1.3290 0.200
C -2.2574 -1.8337 -1.4057 0.174
C -1.1250 -2.8358 -1.4155 0.114
F -0.1251 -2.3362 -2.2512 0.030
C -1.5309 -4.1700 -1.9041 0.165
F -0.5228 -4.9555 -2.3173 0.042
C -2.8388 -4.5570 -2.0358 0.029
F -3.1411 -5.7822 -2.4567 -0.007
C -3.8714 -3.6498 -1.7373 0.230
F -5.1453 -4.0389 -1.7850 0.068
C -3.5620 -2.3108 -1.4710 -0.003
F -4.5886 -1.4621 -1.2720 -0.016
H -1.9951 3.7732 -0.1232 0.000
H -1.1835 2.8115 1.1288 0.000
H -2.7140 2.2536 0.4599 0.000
H 0.0344 3.7213 -1.4275 0.000
H 0.6105 2.1599 -2.0514 -0.001
H 1.0709 3.3668 0.6997 0.013
H 2.2130 2.6588 -0.4450 0.014
H -1.2832 1.5555 -2.8518 0.000
H -2.5486 2.6270 -2.2078 0.000
H -3.3135 0.2227 -2.6361 0.002
H -3.5135 0.7033 -0.9422 0.007
C -4.6567 0.1948 3.8547 0.000
C -3.1328 0.0101 3.9232 0.000
C -2.4483 1.2585 4.5051 0.000
C -2.7787 -1.2210 4.7673 0.000
C -2.6465 -0.1392 2.5767 0.002
N -2.2609 -0.1849 1.4974 0.008
H -5.0413 0.3978 4.8509 0.000
H -5.1357 -0.7060 3.4752 0.000
H -4.9228 1.0262 3.2038 0.000
H -2.7856 1.4058 5.5274 0.000
H -2.6981 2.1476 3.9307 0.000
H -1.3670 1.1360 4.5149 0.000
H -3.0538 -1.0271 5.8016 0.000
H -1.7127 -1.4346 4.7283 0.000
H -3.3261 -2.0977 4.4295 0.000
C 1.4562 -6.5330 -0.1744 0.000
C 0.3092 -6.3388 0.8079 0.007
C -1.0262 -6.8062 0.2390 0.002
C 0.2784 -4.8886 1.3311 0.022
N 0.5148 -3.8018 0.4071 0.228
C -0.4659 -2.7935 0.0621 0.089
N 0.3401 -1.6018 0.0891 0.331
N 1.5778 -1.9697 0.2530 0.116
N 1.7072 -3.2070 0.4524 0.166
H 1.5663 -7.5858 -0.4161 0.000
H 2.3893 -6.1753 0.2530 0.000
H 1.2736 -5.9962 -1.0999 0.000
H 0.5086 -6.9411 1.7000 0.000
H -1.1794 -6.4326 -0.7632 0.001
H -1.8553 -6.4903 0.8690 0.000
H -1.0334 -7.8919 0.1904 0.000
H 1.0741 -4.7991 2.0757 0.004
H -0.6845 -4.7004 1.8106 0.005
H -1.3129 -2.7653 0.7595 0.027
S 3.7986 -1.0190 -0.3710 0.623
C 4.3365 -1.3723 1.1258 0.070
N 4.6681 -1.5875 2.2134 0.177
```

As for the orbital gap (spin up / spin down): 7.027 / 5.173 eV. The multiplicity is 5. The calculation puts the highest occupied orbital energy (spin up / spin down) at -9.3 / -10.6 eV. The energy above the lowest of the compared OMol25 structures with the same formula, charge and spin is 2.5120 eV. The value obtained for the lowest unoccupied orbital energy (spin up / spin down) is -2.301 / -5.379 eV. Its expectation value of S² is 6.10. Its net charge is +1.



Entry 4:
The following is a DFT calculation (wB97M-V/def2-TZVPD) of one molecule with the formula C3H10N2O at a distorted geometry.

```
16
Properties=species:S:1:pos:R:3:lowdin_charge:R:1
C 0.1654 -1.4404 1.8312 -0.092
C -0.4378 -0.3959 0.9135 -0.305
N -0.7279 -0.8831 -0.4081 -0.178
N -0.7402 0.0751 -1.3936 -0.019
C 0.7081 1.1560 -1.2185 -0.204
O 0.2444 2.4575 -1.4161 -0.077
H 1.0981 -1.8405 1.4194 0.073
H 0.3938 -0.9955 2.7978 0.070
H -0.5258 -2.2624 1.9866 0.070
H -1.3458 0.0456 1.3311 0.110
H 0.2682 0.5039 0.6878 0.099
H -0.1062 -1.6353 -0.6933 0.110
H -1.4581 0.7440 -1.1158 0.073
H 1.2893 0.7904 -2.0749 0.090
H 1.4593 1.2111 -0.4257 0.093
H -0.2849 2.4694 -2.2213 0.087
```

As for the orbital gap: 9.412 eV. The calculation puts the highest occupied orbital energy at -8.4 eV. The energy above the lowest of the compared OMol25 structures with the same formula, charge and spin is 3.5760 eV. The value obtained for the lowest unoccupied orbital energy is 1.053 eV. Its SMILES is CCNNCO.



| no. | calculated total energy (eV) |
| --- | --- |
| 1 | -437436.20766 |
| 2 | -6413.04719 |
| 3 | -84176.67450 |
| 4 | -8297.92802 |